Record 1
{
  "formula": "C38H58Br23F3O3",
  "method": "ωB97M-V with the def2-TZVPD basis set",
  "orbital_gap_ev": 6.602,
  "charge": 0,
  "species": ["C", "C", "O", "C", "C", "C", "C", "C", "C", "C", "Br", "C", "O", "C", "C", "C", "C", "C", "F", "F", "F", "C", "O", "H", "H", "H", "H", "H", "H", "H", "H", "H", "H", "H", "H", "H", "H", "Br", "C", "C", "Br", "H", "H", "H", "H", "Br", "C", "C", "Br", "H", "H", "H", "H", "Br", "C", "C", "Br", "H", "H", "H", "H", "Br", "C", "C", "Br", "H", "H", "H", "H", "Br", "C", "C", "Br", "H", "H", "H", "H", "Br", "C", "C", "Br", "H", "H", "H", "H", "Br", "C", "C", "Br", "H", "H", "H", "H", "Br", "C", "C", "Br", "H", "H", "H", "H", "Br", "C", "C", "Br", "H", "H", "H", "H", "Br", "C", "C", "Br", "H", "H", "H", "H", "Br", "C", "C", "Br", "H", "H", "H", "H"],
  "xyz": [[1.063, 8.965, 2.625], [1.496, 9.626, 1.179], [1.428, 8.689, 0.045], [0.022, 8.262, -0.213], [0.040, 6.604, -0.076], [-0.479, 5.921, 1.358], [-0.387, 4.252, 1.395], [0.122, 3.339, 0.116], [0.582, 4.041, -1.310], [0.554, 5.680, -1.367], [1.140, 6.669, -3.003], [1.021, 3.027, -2.523], [1.186, 3.402, -3.822], [1.240, 1.428, -2.211], [0.841, 0.745, -0.915], [1.168, -0.861, -0.827], [0.195, -1.714, 0.179], [1.139, -2.099, 1.505], [1.751, -0.847, 2.089], [0.419, -2.905, 2.519], [2.326, -2.919, 1.058], [0.176, 1.675, 0.260], [-0.332, 1.204, 1.432], [-0.097, 9.214, 2.758], [1.613, 9.452, 3.557], [1.153, 7.796, 2.671], [2.644, 9.935, 1.286], [0.933, 10.655, 0.959], [-0.232, 8.633, -1.298], [-0.756, 8.738, 0.520], [-0.878, 6.559, 2.272], [-0.709, 3.715, 2.389], [1.751, 0.763, -3.060], [0.986, -1.301, -1.921], [2.324, -0.958, -0.590], [-0.807, -1.177, 0.475], [-0.134, -2.753, -0.310], [3.677, -3.135, -4.811], [2.662, -4.143, -3.485], [1.289, -4.502, -4.004], [0.089, -2.965, -3.951], [2.637, -3.538, -2.574], [3.253, -5.045, -3.300], [0.819, -5.252, -3.362], [1.296, -4.866, -5.035], [-3.334, -3.105, -0.974], [-3.724, -1.263, -0.465], [-3.944, -0.394, -1.681], [-2.252, 0.060, -2.539], [-2.898, -0.925, 0.167], [-4.635, -1.322, 0.137], [-4.384, 0.565, -1.395], [-4.572, -0.864, -2.442], [-0.244, 12.256, 3.456], [0.485, 13.129, 5.041], [1.982, 13.298, 4.933], [2.909, 11.614, 5.270], [0.176, 12.533, 5.904], [-0.011, 14.103, 5.082], [2.350, 13.983, 5.701], [2.310, 13.651, 3.951], [3.294, 4.810, 1.544], [4.284, 5.027, 3.211], [3.816, 6.246, 3.970], [4.522, 7.885, 3.180], [5.346, 5.060, 2.950], [4.083, 4.116, 3.782], [4.201, 6.235, 4.993], [2.727, 6.349, 3.997], [7.290, 0.552, -1.859], [5.453, -0.099, -1.928], [4.968, -0.218, -3.354], [4.518, 1.530, -4.095], [4.850, 0.581, -1.320], [5.481, -1.081, -1.447], [4.039, -0.793, -3.399], [5.702, -0.670, -4.026], [-4.568, -5.138, -5.621], [-4.671, -3.313, -6.302], [-4.818, -2.317, -5.175], [-6.640, -2.303, -4.478], [-5.498, -3.285, -7.017], [-3.730, -3.155, -6.836], [-4.644, -1.299, -5.535], [-4.154, -2.517, -4.329], [-3.189, -6.317, 3.008], [-1.990, -5.848, 4.473], [-0.568, -5.689, 3.987], [0.271, -7.422, 3.677], [-2.103, -6.621, 5.238], [-2.373, -4.900, 4.862], [0.049, -5.207, 4.751], [-0.489, -5.125, 3.053], [-7.198, -8.302, 5.524], [-6.608, -6.855, 6.692], [-5.829, -5.815, 5.923], [-4.016, -6.428, 5.543], [-6.037, -7.314, 7.504], [-7.528, -6.426, 7.099], [-5.702, -4.908, 6.521], [-6.284, -5.552, 4.964], [3.625, -6.385, 0.241], [5.497, -5.849, 0.129], [5.633, -4.345, 0.082], [5.189, -3.650, -1.685], [5.921, -6.351, -0.746], [5.962, -6.251, 1.033], [6.672, -4.046, 0.252], [4.989, -3.829, 0.799], [1.265, -1.016, -7.099], [2.986, -0.372, -7.753], [3.223, -0.800, -9.182], [3.738, -2.679, -9.281], [3.748, -0.736, -7.058], [2.928, 0.718, -7.681], [4.065, -0.252, -9.614], [2.347, -0.675, -9.824], [-9.833, -10.575, 3.192], [-8.112, -9.931, 2.539], [-7.875, -10.359, 1.109], [-7.360, -12.238, 1.011], [-7.350, -10.295, 3.233], [-8.171, -8.841, 2.611], [-7.033, -9.811, 0.677], [-8.751, -10.234, 0.468]],
  "forces_ev_per_a": [[-1.498, 0.473, 0.130], [1.704, 0.598, 0.983], [-2.223, 0.949, 1.458], [0.591, -0.910, -0.493], [-0.697, -2.490, 0.702], [1.905, -3.239, -4.590], [0.722, 1.692, -2.562], [0.027, 2.717, -0.500], [-0.893, 1.411, 2.816], [-1.204, -1.816, 3.197], [-0.703, -1.286, 1.991], [0.564, 0.911, -4.908], [-1.037, -2.049, 8.285], [-1.106, -0.991, 3.605], [0.999, 2.520, -3.320], [-0.505, 0.597, -0.737], [0.867, -1.021, 0.629], [0.813, 0.178, -0.094], [-2.036, -4.415, -1.372], [2.590, 2.782, -2.874], [-3.612, 2.357, 1.605], [-1.906, -0.561, 4.760], [3.083, 2.276, -7.312], [2.390, -0.648, -0.036], [-1.047, -0.973, -2.240], [0.185, 2.328, -0.373], [-2.458, -0.842, -0.494], [0.857, -2.366, 0.471], [0.379, -1.100, 2.072], [1.602, -1.088, -1.175], [1.001, -1.527, -2.251], [0.769, 1.006, -2.358], [-1.354, 1.863, 1.868], [0.453, 1.109, 2.407], [-2.545, 0.001, -0.220], [2.453, -0.842, -0.284], [0.988, 2.254, 1.078], [-0.079, -0.130, -0.008], [-0.155, -0.210, -0.167], [-0.164, -0.063, 0.056], [-0.044, -0.062, -0.045], [-0.139, -0.219, -0.286], [-0.190, 0.162, -0.016], [0.153, 0.130, -0.060], [0.073, 0.140, 0.247], [0.087, 0.108, 0.016], [-0.197, -0.208, 0.064], [0.020, 0.245, -0.016], [-0.068, -0.094, -0.001], [-0.242, 0.034, -0.220], [0.139, 0.065, -0.145], [0.078, -0.186, 0.003], [0.112, 0.025, 0.273], [0.011, 0.040, 0.151], [-0.192, 0.176, -0.115], [0.178, -0.011, 0.210], [-0.015, 0.087, -0.119], [0.190, 0.126, -0.224], [0.150, -0.141, -0.004], [-0.136, -0.105, -0.119], [-0.189, -0.115, 0.225], [0.137, 0.050, 0.064], [-0.141, -0.266, -0.105], [0.189, 0.162, 0.166], [-0.097, -0.069, 0.040], [-0.278, 0.107, 0.118], [0.018, 0.200, -0.029], [-0.047, -0.055, -0.184], [0.257, -0.103, -0.092], [-0.117, 0.029, 0.045], [0.163, -0.103, 0.163], [-0.214, 0.118, 0.087], [0.043, -0.074, -0.058], [0.092, -0.068, -0.253], [-0.024, 0.296, -0.209], [0.220, 0.100, 0.071], [-0.147, 0.078, 0.262], [-0.080, 0.098, -0.066], [0.236, -0.155, -0.061], [-0.070, 0.255, -0.054], [0.117, -0.013, 0.088], [0.165, 0.057, 0.265], [-0.148, 0.045, 0.147], [0.001, -0.196, -0.002], [-0.106, -0.074, -0.236], [1.565, 0.262, -2.851], [1.970, 0.829, -1.569], [0.343, -0.083, -0.043], [-0.034, 0.090, -0.060], [1.452, 0.097, -0.559], [0.510, -0.164, -0.260], [-0.178, -0.060, -0.101], [-0.099, -0.166, 0.279], [0.084, 0.052, 0.141], [-0.444, 0.100, 0.061], [0.192, -0.296, 0.321], [-5.387, -0.399, 4.842], [-0.067, 0.167, -0.279], [0.133, -0.077, -0.075], [-0.069, -0.179, -0.047], [0.033, -0.152, 0.200], [0.092, 0.020, -0.117], [-0.102, -0.150, 0.171], [0.252, 0.147, 0.025], [0.304, -0.183, 0.311], [-0.088, 0.229, 0.190], [-0.057, 0.149, -0.147], [-0.160, -0.112, -0.026], [0.085, -0.222, -0.173], [0.155, 0.009, 0.017], [-0.232, 0.216, 0.054], [0.246, -0.031, -0.107], [-0.097, 0.073, -0.017], [-0.158, 0.041, -0.232], [0.044, -0.187, -0.048], [-0.144, -0.059, 0.136], [0.175, -0.019, 0.267], [0.139, -0.008, 0.029], [-0.192, 0.194, 0.032], [0.253, -0.060, -0.114], [-0.105, 0.094, -0.037], [-0.150, 0.024, -0.280], [0.040, -0.190, -0.072], [-0.143, -0.053, 0.142], [0.173, -0.016, 0.267]],
  "lowdin_charge": [-0.1566, -0.2527, -0.2325, -0.1911, -0.0817, 0.0068, -0.0017, -0.0352, -0.0452, -0.4394, 0.6791, -0.1976, -0.0872, 0.0345, -0.1043, -0.1462, -0.0645, -0.1983, -0.0092, 0.0035, -0.0413, -0.1488, -0.0730, 0.0543, 0.0326, 0.0563, 0.1229, 0.1135, 0.1086, 0.1272, 0.1021, 0.0982, 0.1164, 0.0558, 0.1321, 0.1064, 0.1244, 0.6502, -0.7415, -0.6496, 0.6086, -0.0022, 0.0349, 0.0638, 0.0602, 0.6131, -0.6704, -0.6635, 0.6501, 0.0323, 0.0629, 0.0645, 0.0196, 0.6410, -0.6857, -0.6890, 0.6161, 0.0544, 0.0578, 0.0580, 0.0552, 0.6382, -0.6883, -0.6839, 0.6252, 0.0528, 0.0578, 0.0581, 0.0427, 0.6084, -0.7266, -0.7375, 0.6412, 0.0520, -0.0394, -0.0142, 0.0469, 0.5957, -0.6907, -0.7027, 0.5998, 0.0536, 0.0593, 0.0626, 0.0289, 0.5765, -0.8867, -0.6807, 0.6078, -0.0650, 0.0330, 0.0642, 0.0339, 0.6555, -0.6839, -0.6030, 0.7801, 0.0540, 0.0570, 0.0637, 0.0606, 0.6133, -0.6820, -0.6398, 0.7634, 0.0546, 0.0606, 0.0647, 0.0501, 0.5724, -0.6938, -0.6923, 0.5907, 0.0308, 0.0602, 0.0583, 0.0523, 0.5909, -0.7442, -0.6960, 0.5960, 0.0266, 0.0363, 0.0583, 0.0528]
}


Record 2
{
  "formula": "C5H12N2",
  "method": "ωB97M-V with the def2-TZVPD basis set",
  "orbital_gap_ev": 9.008,
  "smiles": "N/C=C/CCCN",
  "charge": 0,
  "relative_energy_kj_mol": 112.6,
  "species": ["C", "C", "C", "N", "C", "C", "N", "H", "H", "H", "H", "H", "H", "H", "H", "H", "H", "H", "H"],
  "xyz": [[1.646, -0.496, 0.561], [0.648, 0.490, 1.106], [-0.183, 1.222, -0.015], [-2.789, -1.348, -0.789], [-2.152, -0.165, -0.356], [-0.976, 0.256, -0.838], [2.686, 0.205, -0.231], [1.145, -1.184, -0.121], [2.076, -1.083, 1.377], [1.060, 1.294, 1.717], [-0.124, -0.059, 1.648], [-0.832, 1.884, 0.571], [0.442, 1.869, -0.632], [-2.404, -1.689, -1.641], [-3.780, -1.354, -0.675], [-2.595, 0.291, 0.518], [-0.515, -0.079, -1.755], [3.477, 0.399, 0.390], [3.167, -0.454, -0.834]],
  "forces_ev_per_a": [[0.605, 0.253, -0.295], [-1.130, 0.597, -1.238], [0.408, 0.147, 0.724], [0.440, 1.174, 0.922], [0.539, -1.288, -0.800], [-0.486, 0.826, 0.805], [0.984, -0.368, 0.531], [-0.161, -0.059, 0.132], [0.006, -0.119, 0.005], [0.375, -0.353, 0.277], [0.199, 0.001, 0.442], [-0.206, 0.008, -0.329], [0.174, -0.131, 0.061], [-0.233, -0.386, -0.600], [-0.422, -0.177, -0.381], [0.020, 0.054, 0.139], [-0.156, -0.504, -0.076], [-0.483, 0.537, 0.104], [-0.474, -0.211, -0.422]],
  "lowdin_charge": [-0.2965, -0.2092, -0.2322, 0.0383, -0.2119, -0.1499, -0.0088, 0.1024, 0.1015, 0.1045, 0.1019, 0.0998, 0.0947, 0.0683, 0.0643, 0.1120, 0.1012, 0.0647, 0.0546]
}


Number 1: largest force on an atom 8.60 eV Å⁻¹, E_LUMO -2.0 eV, molecular weight 2457.7 g mol⁻¹. Number 2: largest force on an atom 1.78 eV Å⁻¹, E_LUMO 1.2 eV, molecular weight 100.2 g mol⁻¹.